# 1
DFT (ωB97M-V with the def2-TZVPD basis set) results for 2 unconnected molecules or ions with the total composition C49H55N4Si at a distorted geometry.

Each line ends with the Mulliken charge.
Atoms and positions in Å:
C: -0.501 8.029 2.437  -1.0115
N: 0.088 6.892 3.117  0.0654
C: 1.141 7.208 4.067  -0.9780
C: -0.200 5.613 2.747  1.4134
C: 0.380 4.507 3.432  -0.7202
C: 0.164 3.215 2.995  -0.9173
C: -0.649 2.933 1.856  0.8834
C: -0.722 1.591 1.340  -0.0981
C: -1.597 1.189 0.342  -1.4505
C: -2.175 -0.101 0.182  0.9958
C: -2.816 -0.415 -1.096  0.4491
C: -2.537 0.357 -2.256  -0.3094
C: -3.244 0.197 -3.435  -1.2905
C: -4.180 -0.864 -3.577  1.4413
N: -4.816 -1.089 -4.767  0.1675
C: -5.443 -2.355 -5.076  -1.2152
C: -5.064 -0.048 -5.742  -1.0228
C: -4.428 -1.684 -2.446  -1.0514
C: -3.810 -1.419 -1.236  -0.5024
C: -2.221 -1.043 1.302  0.0996
C: -2.241 -0.614 2.658  -0.7831
C: -2.328 -1.512 3.711  -0.9924
C: -2.496 -2.901 3.466  0.9796
N: -2.666 -3.788 4.496  0.1114
C: -3.248 -5.099 4.288  -1.1964
C: -2.118 -3.585 5.824  -1.0297
C: -2.477 -3.346 2.118  -0.6642
C: -2.282 -2.446 1.086  -0.6846
C: -1.345 4.027 1.267  -0.8107
C: -1.079 5.331 1.659  -0.7261
H: -1.593 7.936 2.394  0.3600
H: -0.233 8.924 3.006  0.2539
H: -0.126 8.150 1.407  0.3546
H: 1.142 6.517 4.914  0.3415
H: 2.147 7.181 3.619  0.3319
H: 0.958 8.225 4.430  0.3052
H: 1.024 4.676 4.297  0.1335
H: 0.651 2.383 3.513  0.4022
H: -0.130 0.843 1.875  0.1872
H: -1.857 1.945 -0.401  0.2809
H: -1.743 1.105 -2.231  0.1335
H: -3.035 0.858 -4.277  0.1890
H: -4.917 -3.183 -4.589  0.3895
H: -6.497 -2.379 -4.758  0.3609
H: -5.414 -2.494 -6.165  0.3581
H: -4.663 0.915 -5.419  0.3049
H: -4.612 -0.328 -6.704  0.3319
H: -6.147 0.066 -5.908  0.3543
H: -5.143 -2.504 -2.517  0.5017
H: -4.121 -2.009 -0.376  0.6140
H: -2.200 0.450 2.887  0.6494
H: -2.318 -1.146 4.738  0.4162
H: -4.023 -5.065 3.513  0.3907
H: -2.486 -5.841 3.996  0.3478
H: -3.697 -5.424 5.236  0.3487
H: -1.635 -2.607 5.915  0.2952
H: -2.925 -3.668 6.569  0.3488
H: -1.376 -4.370 6.054  0.3597
H: -2.597 -4.409 1.906  0.4905
H: -2.193 -2.845 0.074  0.7300
H: -2.081 3.839 0.484  0.5002
H: -1.532 6.162 1.114  0.3880
C: 1.780 -2.905 2.672  -0.8453
C: 2.883 -3.427 1.989  -0.8047
C: 3.264 -2.899 0.749  -0.7052
C: 2.551 -1.825 0.195  0.5605
Si: 2.985 -0.948 -1.392  0.1226
C: 4.654 -1.554 -2.000  0.3933
C: 4.827 -2.170 -3.252  -0.4233
C: 6.082 -2.660 -3.637  -0.6761
C: 7.183 -2.538 -2.783  -0.5004
C: 7.026 -1.920 -1.539  -0.8434
C: 5.768 -1.443 -1.148  -0.1903
C: 1.609 -1.255 -2.609  0.4883
C: 0.652 -2.260 -2.412  -0.0780
C: -0.379 -2.448 -3.340  -0.4404
C: -0.434 -1.669 -4.497  -0.5084
C: 0.511 -0.659 -4.697  -0.9857
C: 1.528 -0.451 -3.757  -0.4036
C: 2.944 0.924 -1.051  0.2688
C: 4.197 1.425 -0.309  -0.7506
C: 3.763 2.734 0.372  -0.7624
C: 2.230 2.752 0.282  0.1954
N: 1.833 1.471 -0.292  0.3802
C: 1.424 -1.337 0.869  0.7220
C: 1.048 -1.859 2.106  -0.6974
H: 1.485 -3.304 3.644  0.4366
H: 3.450 -4.251 2.424  0.3846
H: 4.106 -3.332 0.205  0.4951
H: 3.968 -2.287 -3.917  0.3163
H: 6.200 -3.145 -4.607  0.3984
H: 8.160 -2.920 -3.084  0.3808
H: 7.876 -1.813 -0.864  0.4018
H: 5.655 -1.004 -0.153  0.2753
H: 0.728 -2.915 -1.538  0.4069
H: -1.135 -3.215 -3.157  0.3909
H: -1.217 -1.841 -5.235  0.4141
H: 0.465 -0.030 -5.587  0.4123
H: 2.270 0.335 -3.929  0.3988
H: 2.946 1.346 -2.082  0.2640
H: 4.462 0.701 0.476  0.1825
H: 5.056 1.529 -0.979  0.3776
H: 4.088 2.758 1.415  0.3364
H: 4.170 3.613 -0.135  0.2779
H: 1.784 2.879 1.273  -0.4169
H: 1.873 3.611 -0.323  0.2681
H: 0.939 1.489 -0.772  -0.1974
H: 0.846 -0.521 0.433  0.0515
H: 0.181 -1.447 2.620  0.3227

Properties
Gap between HOMO and LUMO   5.61 eV
Net charge   +1
Electronic energy   -65537.748 eV
Spin multiplicity   1

# 2
DFT (ωB97M-V with the def2-TZVPD basis set) results for CH3FO2 in the gas phase at a distorted geometry.

Each line ends with the Mulliken charge.
Atoms and positions in Å:
C: -0.187 0.341 -0.090  0.4055
O: 0.030 -0.395 -1.224  -0.4196
O: 0.887 0.446 0.656  -0.4607
F: -1.116 -0.299 0.837  -0.3123
H: -0.441 1.463 -0.278  0.1746
H: -0.358 -1.241 -1.102  0.2947
H: 1.185 -0.315 1.200  0.3177

Properties
Gap between HOMO and LUMO   12.45 eV
Net charge   0
Electronic energy   -7897.587 eV
SMILES   OC(O)F
Spin multiplicity   1

# 3
DFT (ωB97M-V with the def2-TZVPD basis set) results for C4H4OS2 in the gas phase at a distorted geometry.

Each line ends with the Mulliken charge.
Atoms and positions in Å:
C: 0.227 0.232 -0.870  0.3049
C: -0.977 0.681 -0.037  -0.6030
C: 0.328 -0.415 2.049  -0.1495
C: 1.332 -0.152 1.230  -0.2739
H: -1.869 0.834 -0.690  0.3457
H: -0.683 1.643 0.439  0.3348
H: 0.523 -0.671 3.081  0.3554
H: 2.389 -0.074 1.545  0.3438
O: 1.327 -0.035 -0.145  -0.2991
S: 0.298 0.143 -2.516  -0.2658
S: -1.325 -0.363 1.426  -0.0934

Properties
Gap between HOMO and LUMO   8.52 eV
Net charge   0
Electronic energy   -27929.408 eV
SMILES   S=C1CSC=CO1
Spin multiplicity   1

# 4
DFT (ωB97M-V with the def2-TZVPD basis set) results for C4H10O2 in the gas phase.

Each line ends with the Mulliken charge.
Atoms and positions in Å:
C: -0.036 -0.972 1.021  -1.6621
C: 0.045 0.015 -0.140  1.7487
C: 0.074 1.462 0.363  -1.5216
C: 1.244 -0.294 -1.057  -1.5927
H: -0.926 -0.771 1.624  0.3781
H: -0.088 -1.999 0.658  0.4040
H: 0.848 -0.888 1.659  0.3775
H: 0.162 2.151 -0.487  0.3772
H: -0.856 1.699 0.900  0.3687
H: 0.926 1.624 1.028  0.3610
H: 1.242 0.385 -1.909  0.3935
H: 1.187 -1.334 -1.414  0.3729
H: 2.184 -0.178 -0.504  0.3688
H: -2.668 -0.807 -0.347  0.3238
O: -1.053 -0.173 -1.044  -0.3122
O: -2.284 0.080 -0.352  -0.3856

Properties
Gap between HOMO and LUMO   10.97 eV
Net charge   0
Electronic energy   -8402.690 eV
SMILES   CC(C)(C)OO
Spin multiplicity   1

# 5
DFT (ωB97M-V with the def2-TZVPD basis set) results for a molecular structure, H26NeO13 at a distorted geometry.

Each line ends with the Mulliken charge.
Atoms and positions in Å:
Ne: -0.182 0.008 0.173  -0.0093
O: 2.819 -0.821 -1.997  -0.6698
H: 3.368 -1.406 -2.519  0.3136
H: 2.293 -1.407 -1.454  0.3343
O: -2.455 0.927 -2.262  -0.6820
H: -1.506 0.841 -2.363  0.3546
H: -2.759 0.035 -2.093  0.3296
O: -0.479 4.160 0.652  -0.6783
H: -1.339 3.743 0.696  0.4130
H: -0.157 3.952 -0.226  0.3055
O: -0.702 -3.073 1.649  -0.6828
H: -0.225 -3.458 2.384  0.2891
H: -1.068 -2.261 1.999  0.4104
O: -2.553 2.493 0.234  -0.6867
H: -3.490 2.656 0.339  0.2951
H: -2.464 2.172 -0.664  0.2972
O: 0.797 -2.551 -0.480  -0.7363
H: 1.241 -3.384 -0.641  0.3293
H: 0.288 -2.700 0.317  0.3179
O: 0.729 2.993 -2.091  -0.6468
H: 0.546 2.066 -2.247  0.4607
H: 1.671 3.027 -1.924  0.3094
O: -1.044 -3.137 -2.906  -0.6203
H: -0.451 -3.086 -2.156  0.3464
H: -0.533 -2.795 -3.640  0.2914
O: 0.296 0.486 -2.710  -0.7002
H: 0.538 0.605 -3.628  0.2713
H: 0.999 -0.050 -2.344  0.2938
O: -2.270 1.500 2.837  -0.7274
H: -1.770 2.207 3.246  0.3178
H: -2.267 1.713 1.904  0.4224
O: -1.688 -1.130 3.209  -0.6998
H: -1.179 -1.197 4.017  0.3085
H: -1.814 -0.189 3.082  0.4073
O: 2.787 -1.607 1.499  -0.6150
H: 3.654 -1.827 1.158  0.3159
H: 2.181 -1.900 0.818  0.3989
O: 3.016 0.691 2.954  -0.6199
H: 2.393 1.409 3.062  0.3115
H: 2.780 0.293 2.116  0.3295

Properties
Gap between HOMO and LUMO   10.06 eV
Net charge   0
Electronic energy   -30549.828 eV
Spin multiplicity   1

# 6
DFT (ωB97M-V with the def2-TZVPD basis set) results for 2 unconnected molecules or ions with the total composition C3H3Cl3OS2 at a distorted geometry.

Each line ends with the Mulliken charge.
Atoms and positions in Å:
C: 1.133 -1.166 -1.275  -0.3952
C: 0.027 1.169 0.339  0.2723
C: -1.341 1.092 0.495  0.3472
O: 0.879 0.487 1.082  -0.3879
S: -0.044 -2.247 -1.149  0.0841
S: -0.193 -2.852 0.754  -0.3268
Cl: 0.580 2.095 -0.960  -0.1449
Cl: -2.366 1.807 -0.628  -0.1834
Cl: -2.138 0.556 1.954  -0.1940
H: 1.220 -0.534 -2.185  0.2991
H: 1.835 -0.916 -0.399  0.3187
H: 0.407 0.509 1.973  0.3108

Properties
Gap between HOMO and LUMO (spin up / spin down)   7.75 / 7.75 eV
Net charge   0
Electronic energy   -64442.322 eV
Spin multiplicity   1

# 7
DFT (ωB97M-V with the def2-TZVPD basis set) results for 2 unconnected molecules or ions with the total composition C4H12 at a distorted geometry.

Each line ends with the Löwdin spin population.
Atoms and positions in Å:
C: -0.761 0.369 -1.059  0.2177
C: -1.817 -0.167 -1.956  0.2056
H: -1.156 1.096 -0.272  0.0342
H: -0.251 -0.432 -0.384  0.0199
H: 0.079 0.725 -1.818  0.0535
H: -2.324 0.542 -2.497  0.0255
H: -2.689 -0.663 -1.457  0.0312
H: -1.256 -1.003 -2.487  0.0364
C: 0.918 0.572 1.656  0.0984
C: 1.647 -0.767 1.392  0.1504
H: 1.059 1.335 0.859  0.0170
H: -0.073 0.506 1.549  0.0217
H: 1.179 1.132 2.524  0.0089
H: 1.996 -1.337 2.160  0.0145
H: 2.601 -0.515 0.783  0.0245
H: 0.914 -1.435 0.842  0.0405

Properties
Gap between HOMO and LUMO (spin up / spin down)   2.84 / 11.68 eV
Net charge   -1
Electronic energy   -4339.526 eV
Spin multiplicity   2